The following is a quantum chemistry calculation of the molecule C6H11N5O2 in a non-equilibrium geometry, from OMol25.

Geometry (Å):
C 1.99 -1.30 -3.01
C 1.74 -1.80 -1.61
O 0.97 -0.66 -1.12
N 0.44 -0.86 0.14
C -0.47 -0.05 0.55
N -0.89 -0.18 1.90
C -0.31 -1.19 2.75
C -1.34 0.94 -0.14
N -1.97 0.86 -1.27
O -2.42 2.05 -1.53
N -2.05 3.00 -0.56
C -1.40 2.32 0.31
N -0.99 2.75 1.55
H 1.02 -1.09 -3.44
H 2.69 -1.92 -3.69
H 2.54 -0.36 -2.83
H 1.01 -2.67 -1.50
H 2.67 -1.99 -1.08
H -1.55 0.47 2.30
H -1.08 -2.03 2.95
H 0.07 -0.79 3.74
H 0.45 -1.72 2.19
H -0.10 2.42 1.85
H -1.01 3.79 1.53

Values from the calculation:
Energy above the lowest of the compared OMol25 structures with the same formula, charge and spin, kcal/mol: 100.3
LUMO energy, hartree: 0.0246
Max |F|, eV/Å: 2.7
Structure (SMILES): CCO/N=C(/NC)c1nonc1N
Highest occupied orbital energy, hartree: -0.304

Results of the natural (NBO) charge analysis, in e, for atoms 1 through 5:
1. C -0.633
2. C -0.060
3. O -0.407
4. N -0.208
5. C 0.336

The following is a quantum chemistry calculation of the molecule C6H11NO in a non-equilibrium geometry, from OMol25.

Geometry (Å):
C -1.38 2.20 -1.97
O -0.72 1.12 -1.47
N -0.79 0.84 -0.05
C 0.15 1.55 0.73
C 0.89 0.70 1.45
C 0.56 -0.79 1.24
C 1.85 -1.55 0.87
C -0.46 -0.65 0.06
H -2.48 2.12 -2.16
H -1.05 2.31 -3.04
H -1.31 3.22 -1.41
H 0.12 2.74 0.71
H 1.47 1.15 2.31
H 0.13 -1.21 2.20
H 2.32 -1.18 -0.02
H 1.79 -2.63 0.62
H 2.66 -1.29 1.62
H 0.02 -0.99 -0.91
H -1.50 -1.25 0.19

Values from the calculation:
Energy above the lowest of the compared OMol25 structures with the same formula, charge and spin, kcal/mol: 98.1
LUMO energy, hartree: 0.0388
Max |F|, eV/Å: 3.3
Structure (SMILES): CON1C=C[C@H](C)C1
Highest occupied orbital energy, hartree: -0.302

Results of the natural (NBO) charge analysis, in e, for atoms 1 through 5:
1. C -0.254
2. O -0.420
3. N -0.176
4. C -0.044
5. C -0.247

The following is a quantum chemistry calculation of the molecule C6H11NO in a non-equilibrium geometry, from OMol25.

Geometry (Å):
C -2.92 0.00 -0.01
O -1.70 0.67 0.08
C -0.68 -0.15 0.04
N -0.51 -1.68 -0.04
C 0.93 -1.46 -0.28
C 0.79 0.11 -0.06
C 1.24 0.60 1.33
C 1.33 0.98 -1.18
H -3.24 -0.35 1.06
H -2.86 -0.92 -0.47
H -3.72 0.64 -0.38
H 1.29 -2.04 -1.16
H 1.43 -1.91 0.56
H 2.06 1.38 1.27
H 1.54 -0.43 1.74
H 0.43 0.98 1.88
H 2.48 0.92 -1.07
H 1.01 2.11 -1.09
H 1.10 0.54 -2.23

Values from the calculation:
Energy above the lowest of the compared OMol25 structures with the same formula, charge and spin, kcal/mol: 97.0
LUMO energy, hartree: 0.0323
Max |F|, eV/Å: 7.7
Structure (SMILES): COC1=NCC1(C)C
Highest occupied orbital energy, hartree: -0.315

Results of the natural (NBO) charge analysis, in e, for atoms 1 through 5:
1. C -0.261
2. O -0.469
3. C 0.564
4. N -0.515
5. C -0.240

The following is a quantum chemistry calculation of a cluster of 2 separate species, C6H11NO in total in a non-equilibrium geometry, from OMol25.

Geometry (Å):
C -1.57 1.64 0.69
C -0.44 0.93 0.10
C 0.07 1.16 -1.18
N 1.02 0.24 -1.46
C 1.32 -0.41 -0.26
C 0.40 0.00 0.73
C 0.32 -0.35 2.18
H -2.13 0.87 1.22
H -2.26 2.10 0.03
H -1.08 2.39 1.41
H -0.48 1.74 -1.92
H 1.76 0.32 -2.18
H 2.16 -1.12 -0.26
H 1.31 -0.92 2.42
H 0.24 0.57 2.71
H -0.52 -0.96 2.61
O -0.77 -2.51 -0.93
H 0.15 -2.75 -0.61
H -0.72 -1.67 -1.36

Values from the calculation:
Energy above the lowest of the compared OMol25 structures with the same formula, charge and spin, kcal/mol: 29.3
LUMO energy, hartree: 0.0311
Max |F|, eV/Å: 2.7
Structure (SMILES): Cc1c[nH]cc1C.O
Highest occupied orbital energy, hartree: -0.297

Results of the natural (NBO) charge analysis, in e, for atoms 1 through 5:
1. C -0.627
2. C -0.089
3. C -0.087
4. N -0.528
5. C -0.099

The following is a quantum chemistry calculation of a structure of composition C6H11NO in a non-equilibrium geometry, from OMol25.

Geometry (Å):
C 1.56 -1.04 -0.40
C 1.01 -1.97 0.48
C -0.60 2.40 0.31
C -1.35 -0.89 0.19
C 0.11 1.10 0.58
C -0.04 0.03 -0.52
N -0.35 0.29 -1.75
O 0.75 0.89 1.58
H 0.46 0.53 -2.32
H 2.32 -0.38 0.00
H 1.76 -1.37 -1.41
H 0.56 -2.89 0.13
H 1.06 -1.81 1.55
H -1.62 2.22 -0.02
H -0.08 2.92 -0.50
H -0.57 3.03 1.20
H -1.60 -1.70 -0.49
H -2.12 -0.12 0.15
H -1.26 -1.22 1.22

Values from the calculation:
Energy above the lowest of the compared OMol25 structures with the same formula, charge and spin, kcal/mol: 111.8
LUMO energy (spin up / spin down), hartree: -0.0123 / -0.0121
Max |F|, eV/Å: 3.8
Highest occupied orbital energy (spin up / spin down), hartree: -0.297 / -0.297

Results of the natural (NBO) charge analysis, in e, for atoms 1 through 5:
1. C -0.459
2. C -0.216
3. C -0.704
4. C -0.646
5. C 0.551

The following is a quantum chemistry calculation of a structure of composition C6H11NO in a non-equilibrium geometry, from OMol25.

Geometry (Å):
C 0.18 0.56 0.09
C -1.23 0.66 0.72
C -1.93 -0.50 -0.01
C 0.21 -0.88 -0.13
C 1.72 -0.93 -0.40
C 1.66 0.27 0.63
H 0.30 2.19 -1.07
H -0.71 1.09 -1.62
H -1.72 1.67 0.52
H -1.25 0.48 1.75
H -2.75 -0.18 -0.57
H -2.32 -1.28 0.73
H 0.23 -1.53 0.79
H 1.96 -0.59 -1.40
H 2.23 -1.90 -0.14
H 1.63 -0.21 1.61
H 2.53 1.00 0.62
N 0.21 1.21 -1.29
O -0.96 -1.13 -0.83

Values from the calculation:
Energy above the lowest of the compared OMol25 structures with the same formula, charge and spin, kcal/mol: 77.0
LUMO energy, hartree: 0.0385
Max |F|, eV/Å: 2.8
Highest occupied orbital energy, hartree: -0.345

Results of the natural (NBO) charge analysis, in e, for atoms 1 through 5:
1. C 0.077
2. C -0.452
3. C -0.079
4. C 0.078
5. C -0.404

The following is a quantum chemistry calculation of the molecule C6H11NO in a non-equilibrium geometry, from OMol25.

Geometry (Å):
N -3.77 0.71 0.42
C -2.69 0.41 -0.63
C -1.93 -0.78 0.15
C -0.55 -0.52 0.55
C 0.44 -0.04 -0.17
C 1.82 -0.13 0.25
C 2.91 0.24 -0.45
O 4.19 -0.15 0.00
H -3.16 1.08 1.28
H -4.37 1.46 0.10
H -1.98 1.30 -0.85
H -2.90 0.35 -1.70
H -2.41 -1.06 1.17
H -1.91 -1.74 -0.48
H -0.21 -0.88 1.54
H 0.31 0.38 -1.22
H 1.97 -0.49 1.21
H 2.82 0.70 -1.44
H 4.85 0.04 -0.68

Values from the calculation:
Energy above the lowest of the compared OMol25 structures with the same formula, charge and spin, kcal/mol: 78.9
LUMO energy, hartree: 0.0310
Max |F|, eV/Å: 3.2
Structure (SMILES): NCC/C=C/C=C/O
Highest occupied orbital energy, hartree: -0.290

Results of the natural (NBO) charge analysis, in e, for atoms 1 through 5:
1. N -0.831
2. C -0.239
3. C -0.458
4. C -0.184
5. C -0.213

The following is a quantum chemistry calculation of a structure of composition C6H11NO in a non-equilibrium geometry, from OMol25.

Geometry (Å):
C 0.57 0.19 1.13
C -0.12 0.79 -0.10
C -1.13 1.91 0.41
C -1.51 0.42 0.17
C -0.41 -1.45 -0.24
C 0.35 -0.32 -1.06
H 1.81 0.52 1.09
H 0.47 -0.96 1.34
H 0.36 0.84 2.34
H -1.44 2.78 -0.10
H -1.00 2.17 1.44
H -1.79 0.36 -0.88
H -0.78 -1.85 -1.18
H 0.01 -2.09 0.45
H -0.03 -0.22 -2.00
H 2.18 -0.67 -0.37
H 2.13 -1.12 -1.71
N 1.80 -0.33 -1.24
O -1.48 -0.94 0.51

Values from the calculation:
Energy above the lowest of the compared OMol25 structures with the same formula, charge and spin, kcal/mol: 208.4
LUMO energy, hartree: 0.0338
Max |F|, eV/Å: 8.2
Highest occupied orbital energy, hartree: -0.343

Results of the natural (NBO) charge analysis, in e, for atoms 1 through 5:
1. C -0.649
2. C -0.160
3. C -0.306
4. C 0.047
5. C -0.122

| no. | electronic energy (eV) |
| --- | --- |
| 1 | -17940.965 |
| 2 | -9934.199 |
| 3 | -9934.249 |
| 4 | -9937.183 |
| 5 | -9933.606 |
| 6 | -9935.113 |
| 7 | -9935.031 |
| 8 | -9929.416 |